{
  "formula": "C56H149N11O17",
  "method": "ωB97M-V/def2-TZVPD",
  "homo_energy_ha": -0.31259,
  "lumo_energy_ev": 0.4,
  "e_tot_ev": -111675.1638,
  "gap_ha": 0.329,
  "molar_mass_g_mol": 1248.87,
  "fmax_ev_per_a": 2.998,
  "species": ["C", "C", "O", "H", "H", "H", "H", "H", "H", "C", "C", "O", "H", "H", "H", "H", "H", "H", "C", "O", "C", "C", "N", "C", "C", "O", "C", "H", "H", "H", "H", "H", "H", "H", "H", "H", "H", "H", "H", "H", "H", "H", "C", "O", "C", "C", "N", "C", "C", "O", "C", "H", "H", "H", "H", "H", "H", "H", "H", "H", "H", "H", "H", "H", "H", "H", "C", "O", "C", "C", "N", "C", "C", "O", "C", "H", "H", "H", "H", "H", "H", "H", "H", "H", "H", "H", "H", "H", "H", "H", "C", "O", "C", "C", "N", "C", "C", "O", "C", "H", "H", "H", "H", "H", "H", "H", "H", "H", "H", "H", "H", "H", "H", "H", "C", "C", "C", "O", "C", "N", "H", "H", "H", "H", "H", "H", "H", "H", "H", "H", "H", "C", "C", "C", "O", "C", "N", "H", "H", "H", "H", "H", "H", "H", "H", "H", "H", "H", "C", "C", "C", "O", "C", "N", "H", "H", "H", "H", "H", "H", "H", "H", "H", "H", "H", "C", "C", "C", "O", "C", "N", "H", "H", "H", "H", "H", "H", "H", "H", "H", "H", "H", "C", "C", "C", "O", "C", "N", "H", "H", "H", "H", "H", "H", "H", "H", "H", "H", "H", "C", "C", "C", "O", "C", "N", "H", "H", "H", "H", "H", "H", "H", "H", "H", "H", "H", "C", "C", "C", "O", "C", "N", "H", "H", "H", "H", "H", "H", "H", "H", "H", "H", "H"],
  "positions_angstrom": [[22.8154, 17.4321, 21.7144], [22.9918, 18.1129, 23.0610], [24.2166, 18.7874, 23.0888], [22.9032, 18.1396, 20.8898], [21.8286, 16.9756, 21.6385], [23.5592, 16.6485, 21.5698], [22.9666, 17.3466, 23.8358], [22.2191, 18.8288, 23.3412], [24.2726, 19.2522, 23.9269], [19.2274, 15.0028, 12.5586], [19.3721, 14.4477, 13.9734], [18.1218, 14.3434, 14.5962], [18.7521, 15.9838, 12.5610], [18.6291, 14.3475, 11.9256], [20.2179, 15.0034, 12.1035], [20.0370, 15.1162, 14.5203], [19.8537, 13.4714, 14.0279], [17.6120, 13.6524, 14.1670], [21.9918, 14.2112, 18.8485], [23.0866, 14.0042, 18.0226], [22.7760, 13.3202, 16.8044], [24.0614, 13.0181, 16.0113], [24.8236, 11.8883, 16.6131], [26.0508, 11.6225, 15.8729], [27.0333, 10.5812, 16.3876], [28.1723, 10.4365, 15.5141], [28.8301, 11.5980, 15.0113], [21.0728, 14.3165, 18.2720], [22.1308, 15.1375, 19.4059], [21.8500, 13.3883, 19.5491], [22.1503, 13.9805, 16.2039], [22.3020, 12.3889, 17.1144], [24.6816, 13.9033, 16.1524], [23.8341, 12.8372, 14.9608], [25.1240, 12.2267, 17.5160], [26.5935, 12.5678, 15.8612], [25.8788, 11.3671, 14.8273], [26.5854, 9.6066, 16.5818], [27.2863, 10.8923, 17.4011], [29.0050, 12.3485, 15.7822], [28.1887, 12.0965, 14.2846], [29.8144, 11.3866, 14.5936], [18.5380, 11.9846, 17.0542], [18.6643, 11.2774, 15.8421], [19.5599, 10.1923, 15.9380], [19.7061, 9.4409, 14.6193], [20.2667, 10.3482, 13.6636], [20.2047, 9.6744, 12.3756], [20.5203, 10.6570, 11.2916], [19.3937, 11.5692, 11.2243], [19.4256, 12.4063, 10.0320], [18.2125, 11.2500, 17.7908], [17.7470, 12.7239, 16.9286], [19.4659, 12.4762, 17.3464], [19.1950, 9.4930, 16.6903], [20.5265, 10.5804, 16.2594], [18.7353, 9.0345, 14.3358], [20.4271, 8.6580, 14.8543], [19.6776, 11.1685, 13.6499], [19.2440, 9.2018, 12.1711], [20.9311, 8.8618, 12.3602], [20.5234, 10.0857, 10.3633], [21.4604, 11.1666, 11.5030], [20.3847, 12.9198, 9.9654], [18.5558, 13.0632, 10.0267], [19.2518, 11.8316, 9.1223], [13.5204, 18.2046, 23.1808], [14.4581, 19.2479, 23.0340], [15.6957, 18.8452, 22.5144], [16.6125, 20.1121, 22.3102], [17.1613, 20.5633, 23.5972], [18.0196, 21.7231, 23.3548], [18.6596, 22.1720, 24.6503], [17.7133, 22.7304, 25.5083], [18.3049, 23.3039, 26.6730], [13.6916, 17.5221, 24.0132], [13.4244, 17.5190, 22.3388], [12.5292, 18.5821, 23.4318], [15.5395, 18.4283, 21.5195], [16.2096, 18.1334, 23.1604], [16.0435, 20.8452, 21.7385], [17.3896, 19.8533, 21.5910], [16.4116, 20.8788, 24.1959], [17.3815, 22.4646, 22.8740], [18.8284, 21.5596, 22.6425], [19.4492, 22.8932, 24.4389], [19.2241, 21.3549, 25.0996], [18.8631, 22.6752, 27.3668], [17.5783, 23.8480, 27.2764], [19.0028, 24.1010, 26.4164], [18.0246, 12.7713, 20.9732], [17.5520, 11.4605, 20.6030], [16.5023, 10.9743, 21.4055], [15.8962, 9.6401, 20.8933], [14.8184, 9.8856, 19.9456], [15.3106, 10.5149, 18.7246], [14.2964, 10.5684, 17.6030], [14.2017, 9.2477, 17.1368], [13.1974, 9.0938, 16.1375], [17.1561, 13.4295, 20.9528], [18.6332, 13.1738, 20.1634], [18.4421, 12.7921, 21.9798], [15.6887, 11.6961, 21.4764], [16.8419, 10.8470, 22.4334], [15.4086, 9.0574, 21.6748], [16.6680, 8.9462, 20.5601], [14.4712, 8.9863, 19.6444], [16.2159, 9.9897, 18.4200], [15.6344, 11.5385, 18.9130], [14.7248, 11.2066, 16.8302], [13.3737, 10.9919, 17.9994], [13.6009, 9.5963, 15.2585], [12.2712, 9.4877, 16.5559], [13.0601, 8.0337, 15.9244], [13.2033, 17.7674, 17.0000], [13.7209, 17.6707, 18.4318], [13.8976, 16.2228, 19.0003], [14.7913, 15.4468, 18.2334], [14.8442, 14.0354, 18.5854], [15.0040, 18.3973, 18.4028], [13.3469, 18.7904, 16.6523], [12.1290, 17.5840, 17.0192], [13.7387, 17.0579, 16.3690], [13.0792, 18.2566, 19.0898], [12.8994, 15.8073, 19.1382], [14.2314, 16.3689, 20.0276], [15.4065, 13.5934, 17.7628], [13.8512, 13.5884, 18.6327], [15.3585, 13.9175, 19.5392], [15.2363, 18.6534, 17.4539], [15.7052, 17.6781, 18.5089], [10.9758, 14.6963, 16.3818], [11.3726, 13.6024, 15.3256], [12.8754, 13.4980, 15.0877], [13.3109, 14.7300, 14.5262], [14.7091, 14.8528, 14.4508], [10.9572, 12.3596, 15.8927], [9.9381, 14.7587, 16.7096], [11.1871, 15.6885, 15.9831], [11.6597, 14.6912, 17.2306], [10.9102, 13.8331, 14.3659], [13.0915, 12.5872, 14.5293], [13.3335, 13.3879, 16.0706], [15.2378, 14.0071, 14.0109], [15.1766, 14.9925, 15.4255], [14.9266, 15.6892, 13.7866], [10.1352, 12.5107, 16.4597], [10.6206, 11.7992, 15.1228], [19.6610, 16.6484, 17.3898], [18.4269, 15.9734, 17.9698], [17.8957, 16.4757, 19.3306], [18.7820, 16.0131, 20.2985], [18.6098, 16.5739, 21.5799], [17.3892, 16.0934, 16.9504], [19.4917, 17.6659, 17.0374], [20.0579, 16.0515, 16.5687], [20.3575, 16.5915, 18.2263], [18.6622, 14.9198, 18.1202], [16.8922, 16.0709, 19.4624], [17.7754, 17.5585, 19.3651], [19.4112, 16.2708, 22.2538], [17.6624, 16.2242, 21.9899], [18.5610, 17.6614, 21.6358], [17.5781, 15.4518, 16.1936], [16.4903, 15.7979, 17.3038], [19.0181, 20.6942, 18.5150], [18.7220, 21.5903, 17.2951], [19.3750, 21.1897, 15.9848], [19.1379, 19.7743, 15.6823], [20.0625, 19.1249, 14.8092], [17.2499, 21.7141, 17.0775], [20.0902, 20.7728, 18.6950], [18.5787, 19.7058, 18.3803], [18.5504, 21.1183, 19.4036], [19.0348, 22.6064, 17.5354], [20.4197, 21.3448, 16.2544], [19.1156, 21.8226, 15.1361], [21.0394, 19.1345, 15.2926], [19.9639, 19.6140, 13.8401], [19.7577, 18.0804, 14.7440], [16.8821, 21.5636, 18.0060], [16.8818, 20.9871, 16.4808], [15.2048, 20.1773, 14.4710], [15.8817, 18.8189, 14.5727], [16.7741, 18.5716, 13.3747], [16.0974, 18.5836, 12.1107], [16.9728, 18.3265, 11.0178], [16.5728, 18.8246, 15.8110], [14.5742, 20.2108, 13.5826], [15.7912, 21.0804, 14.3016], [14.5888, 20.3479, 15.3540], [15.1710, 17.9925, 14.5741], [17.3196, 17.6353, 13.4927], [17.5430, 19.3418, 13.3136], [16.4881, 18.5282, 10.0626], [17.5191, 17.3854, 11.0813], [17.7217, 19.1184, 11.0212], [17.4678, 19.2528, 15.6218], [16.9355, 17.9025, 16.0066], [22.9695, 19.1401, 17.9187], [24.1249, 18.2011, 17.4824], [23.6622, 17.0581, 16.5562], [23.1485, 17.6702, 15.3565], [22.6300, 16.7974, 14.3885], [25.1531, 18.9635, 16.7658], [22.5037, 19.8246, 17.2098], [23.2599, 19.6601, 18.8316], [22.1587, 18.5415, 18.3339], [24.5976, 17.7632, 18.3616], [22.8198, 16.5100, 16.9781], [24.4485, 16.3353, 16.3385], [21.8010, 17.2702, 13.8621], [22.3148, 15.8259, 14.7692], [23.3605, 16.5837, 13.6082], [24.6400, 19.0936, 15.9056], [25.9240, 18.3448, 16.5586], [15.6719, 14.1074, 24.0923], [15.7087, 13.4018, 25.4411], [15.4563, 11.8579, 25.1893], [15.5337, 11.0673, 26.3764], [15.1482, 9.6930, 26.2671], [16.9546, 13.4907, 26.1556], [15.3926, 15.1574, 24.1795], [14.8286, 13.7129, 23.5256], [16.5470, 14.0360, 23.4463], [14.8634, 13.6551, 26.0809], [16.2304, 11.5789, 24.4744], [14.5201, 11.6308, 24.6792], [14.2202, 9.5513, 25.7132], [15.0959, 9.1545, 27.2134], [15.8967, 9.1309, 25.7087], [16.9734, 12.8191, 26.9097], [17.8238, 13.3081, 25.6746]],
  "forces_ev_per_a": [[-0.2438, 0.3076, -0.0122], [-0.3978, -0.4747, 0.1731], [0.8975, 0.3031, -0.1216], [0.0589, 0.1006, 0.0352], [-0.0598, -0.0475, 0.0772], [0.0735, 0.0495, 0.0973], [0.0119, -0.2561, 0.1854], [-0.5308, -0.0536, -0.4826], [0.1565, 0.0559, 0.0012], [0.3086, -0.7490, 0.0534], [0.2533, -0.0237, -0.8129], [-0.5587, 0.4197, 0.7717], [0.2709, 0.0584, 0.0747], [-0.1527, -0.1029, 0.1430], [0.0597, 0.4308, -0.1557], [-0.3964, 0.1753, 0.4381], [0.2177, -0.1554, -0.4366], [0.0664, -0.1717, -0.0616], [-0.6568, 0.1167, 0.2739], [1.2859, 0.0258, -0.8881], [0.7813, -0.2009, 0.4720], [0.1567, -0.2704, 1.6119], [-0.5428, -0.5293, -0.4018], [0.3699, 0.5302, -0.7711], [-0.0360, 0.6299, 0.4791], [-0.1441, -0.4095, 0.3550], [-0.8899, 0.5237, 0.6437], [-0.1993, 0.0629, -0.1027], [0.0932, -0.0183, 0.0674], [-0.0043, -0.1761, 0.1474], [-0.4485, -0.1793, -0.1190], [-0.4129, -0.1714, -0.5570], [0.0665, 0.4981, -0.6410], [0.0670, -0.0909, 0.0862], [-0.1823, -0.0877, 0.3860], [0.4580, 0.2552, -0.3252], [-0.5742, 0.0379, -0.0949], [0.0508, -0.1704, -0.7810], [0.8062, 0.2510, 0.2149], [0.0088, 0.0002, 0.4238], [0.1981, -0.0445, -0.3802], [-0.3170, -0.6223, -0.0725], [-0.5408, -0.6089, -0.1688], [-0.0853, 0.2566, -1.0119], [-0.1969, -0.2654, 0.2771], [0.2444, 1.1703, 2.0475], [-0.1920, -0.8219, -0.6776], [0.6176, 0.6792, 0.0084], [-1.4524, -0.1291, -0.5352], [0.5850, 0.6289, -0.9075], [-0.2884, -1.0025, 0.6946], [0.1223, 0.2638, 0.6183], [0.1095, 0.0866, -0.0550], [0.1795, 0.0218, 0.1054], [-0.0428, -0.1317, 0.3252], [0.3323, -0.1037, 0.0163], [-0.1359, -0.2622, -0.1580], [-0.1210, -0.3709, -0.3096], [-0.1444, 0.1899, -0.2171], [-0.3895, 0.0770, -0.0156], [0.2477, 0.0058, 0.0496], [0.4882, 0.2000, -0.3616], [0.0445, 0.1807, -0.2212], [-0.1348, 0.2879, -0.0418], [0.3061, 0.3026, 0.5807], [0.4149, -0.5135, -0.0517], [-0.3996, -0.4841, 0.5547], [-0.7369, -0.1278, 0.4152], [0.9701, 1.3345, -0.8733], [-1.1032, -1.5504, 0.7179], [0.6695, -0.3059, -1.3943], [-0.4204, 0.0005, 0.6022], [0.6922, 0.3974, -0.6707], [-0.0686, 0.1501, 1.4429], [-0.0112, 1.0517, -0.0317], [0.7964, 0.0457, 0.4258], [0.1669, 0.3483, -0.6449], [0.1142, 0.5697, -0.4134], [-0.0002, -0.3794, -0.1978], [0.0106, -0.1523, 0.1583], [-0.4326, 0.4546, 0.2704], [0.4813, -0.2835, 0.3868], [-0.2277, -0.0805, 0.0768], [0.2266, 0.8450, 0.2055], [-0.0061, -0.6765, -0.0355], [0.0429, 0.5513, -0.2274], [-0.3399, -0.5222, 0.2382], [-0.1734, -0.8402, -0.3469], [-0.5502, -0.4446, -0.2612], [0.3133, 0.0441, -0.5183], [-1.5682, -0.5877, -0.6379], [0.6564, 0.2136, -0.3010], [-0.3575, -0.6834, 0.4694], [-0.2348, 0.4850, 0.4074], [0.0794, 0.2186, -0.6507], [0.3210, 0.5096, 0.1673], [1.3103, -0.4883, 0.7112], [-0.6850, -0.6518, 0.0361], [0.7189, -0.0386, 0.6984], [-0.2495, 0.3235, 0.3474], [0.5441, -0.4195, 0.3578], [0.4206, -0.0284, -0.1157], [-0.2588, 0.2804, -0.2082], [0.2897, -0.1687, 0.2114], [0.1588, 0.4600, 0.6520], [0.4844, 0.2200, -0.5731], [-0.3083, -0.2268, 0.0720], [0.1842, -0.0699, -0.5760], [-0.0379, 0.0531, 0.3372], [-0.2280, 0.2878, -0.3408], [-0.4173, -0.1189, -0.2689], [-0.7207, 0.2030, -0.3711], [-0.2218, 0.2815, -0.5971], [0.1839, 0.0193, 0.0651], [-0.8570, -0.4028, 0.7498], [1.0339, 0.2026, -0.8678], [-0.6684, 1.6688, 0.2048], [-0.7320, -0.7621, 0.2001], [0.0660, 1.4355, -0.4712], [0.6452, -0.8800, 0.7111], [0.0293, -0.0829, -0.1024], [-0.0920, -0.2542, -0.4784], [-0.1778, 0.0459, -0.1733], [-0.3818, -0.4571, 0.2538], [-0.1613, -0.5795, -0.5190], [0.6056, -0.1810, 0.2892], [0.0688, -0.2251, 0.2191], [-0.1183, 0.0550, 0.0091], [0.0574, -0.1584, 0.0695], [-0.0903, 0.5792, -0.3235], [0.5109, -0.0056, 0.4881], [1.3916, 0.9532, -1.1554], [-0.0854, 1.6526, 1.1821], [-0.4482, 1.3436, 0.9794], [0.1321, -0.8918, -0.4172], [0.3228, 0.2412, -0.2934], [-0.7619, -1.3884, -0.2467], [-0.0380, -0.6608, -0.1235], [-0.0543, 0.0510, -0.3553], [-0.1445, -0.5647, 0.3105], [-0.2542, 0.0874, -0.0983], [0.2250, 0.1162, -0.5562], [0.2330, -0.1970, 0.2589], [-0.3489, -0.5453, -0.2300], [-0.1146, 0.2959, 0.3005], [-0.0039, 0.2022, 0.2519], [-0.0432, -0.0451, 0.1852], [0.0677, -0.6529, 0.0461], [0.1602, -0.4008, 1.2715], [-0.7950, 0.2858, -0.8181], [0.2723, 0.0202, -1.1629], [0.9820, 0.1711, 0.6566], [-0.5465, -0.2164, 0.3831], [-0.5665, -0.1163, 0.0562], [-0.1113, 0.0124, 0.2858], [0.0146, -0.0555, -0.0696], [0.6466, 0.5020, -0.2622], [0.2304, -0.3028, 0.3092], [-0.2564, -0.3057, 0.2007], [0.2463, 0.3458, -0.0660], [0.0728, -0.2689, -0.2825], [-0.2103, -0.1286, 0.2775], [0.1376, 0.2733, -0.5620], [0.3147, -0.0005, -0.3425], [-0.2660, 0.1067, 0.2378], [0.1301, 0.8163, -0.6620], [-2.3434, -0.2025, -0.4733], [1.1204, -1.2779, 0.8202], [0.1723, 1.1182, 0.6440], [-0.6393, 0.6841, 0.8042], [0.7480, 0.3959, 0.5739], [0.1670, -0.8068, 0.1189], [0.5540, -0.1795, -0.0863], [-0.1661, 0.2137, -0.0321], [0.4615, 0.0547, -0.1358], [0.5928, -0.2730, -0.7223], [-0.2327, 0.0159, 0.0601], [0.3560, 0.2013, -0.5386], [0.6881, -0.1725, -0.2534], [-0.2126, 0.0338, -0.1043], [-0.8079, 0.0074, -0.1195], [0.0413, -0.2972, 0.2047], [-1.4146, 0.0345, -0.9802], [-0.7985, 0.7537, -1.1394], [0.6649, 0.1260, -1.0389], [-0.3243, -0.6641, 0.0825], [0.3108, 1.4892, 0.6204], [1.1836, -0.6465, 0.3704], [-0.4349, -0.2059, 0.0289], [0.9059, -0.3306, 0.4265], [-0.0292, 0.0202, -0.0356], [-0.5588, 0.2305, 0.0374], [-0.0142, -0.4647, 0.0995], [0.2628, 0.3891, 0.2196], [-0.5241, -0.7099, 0.2079], [-0.3750, -0.3199, -0.0954], [0.5759, 0.1048, 0.1543], [0.1840, 0.8071, 0.3035], [-0.3251, -0.8436, 0.5110], [-0.0113, -0.9945, 1.1781], [-0.1430, -0.0100, -0.5217], [-1.3212, 0.3759, -0.0088], [0.1946, 0.0529, 0.3272], [0.2882, -0.1070, -0.5379], [-0.6701, 0.2423, 0.2994], [0.5558, -0.1026, -0.2963], [0.4143, 0.5665, -0.3366], [-0.2901, -0.3988, -0.3500], [-0.2722, -0.0957, 0.1942], [-0.0006, -0.2365, 0.3848], [0.3165, 0.0941, -0.0943], [-0.1681, 0.0887, 0.2573], [-0.1829, 0.0098, 0.3906], [0.3809, -0.0498, -0.0342], [0.6315, 0.6004, -0.7399], [0.2104, -0.0693, -0.1238], [-0.9756, 0.4370, 0.0350], [0.0270, -2.9745, -0.3771], [0.0355, -0.1883, -0.5234], [-0.2276, 0.1072, 0.5245], [0.6052, 0.1533, -0.9800], [0.5268, 0.8625, 1.1285], [0.4208, 0.1858, 0.2579], [-0.0177, -0.3071, -0.1530], [0.2368, -0.2208, 0.3792], [0.2198, 0.7741, 0.1175], [0.4003, -0.4013, -0.0538], [-0.4546, 0.2894, 0.0273], [-0.3097, 0.2645, 0.1242], [-0.1384, 0.8052, 0.3409], [0.2984, 0.0483, -0.3022], [-0.3181, 0.0467, 0.2663], [-0.3342, 0.1456, -0.8371]],
  "mulliken_charge": [-0.296, -0.422, -0.523, 0.051, -0.013, 0.338, 0.297, 0.277, 0.302, -0.856, 1.485, -0.061, -0.225, 0.152, 0.555, -1.003, -0.281, 0.034, 0.036, -0.459, 0.160, -0.996, -0.380, -0.688, -0.499, -0.363, -0.706, -0.410, 0.056, 0.526, -0.358, 0.619, 0.346, 0.546, 0.312, 0.381, 0.391, 0.323, 0.314, 0.316, 0.269, 0.252, 0.054, -0.110, -0.377, -0.782, -0.138, -0.749, -0.659, -0.237, -0.944, 0.411, -0.213, -0.159, 0.397, 0.040, 0.414, 0.417, 0.081, 0.368, 0.444, 0.481, 0.313, 0.376, 0.278, 0.357, -0.564, -0.374, 0.287, -0.635, -0.280, -0.532, -0.698, -0.292, -0.837, 0.288, 0.099, 0.329, -0.123, 0.242, 0.452, 0.044, 0.262, 0.376, 0.292, 0.451, 0.342, 0.320, 0.286, 0.331, 0.175, -0.293, -0.307, -1.052, -0.486, 0.454, -0.457, -0.395, -0.723, -0.216, -0.286, 0.535, 0.235, 0.444, 0.491, 0.350, 0.314, 0.435, -0.476, 0.106, 0.344, 0.241, 0.318, 0.277, -1.490, 0.186, -1.405, 0.830, -1.586, -0.511, 0.387, 0.508, 0.055, 0.586, 0.643, 0.414, 0.123, 0.637, 0.409, 0.053, -0.267, -1.386, 0.072, 0.281, -0.441, -0.798, -0.486, 0.468, 0.235, 0.299, 0.358, 0.385, -0.449, 0.534, 0.060, 0.292, 0.211, 0.270, 0.158, 3.587, -0.825, -0.123, -0.772, 2.297, -1.278, -0.166, 0.130, -1.228, 0.447, -0.177, 0.365, 0.084, 0.237, -0.824, -1.396, -1.153, 0.364, -1.061, 0.025, -1.328, -0.802, 0.323, -0.053, 0.521, 0.502, 0.389, 0.317, 0.539, 0.401, 0.164, 0.251, 0.130, -2.297, 2.054, -0.689, -0.453, -0.686, 1.603, 0.447, 0.349, 0.409, -0.077, 0.010, 0.440, 0.357, 0.124, 0.360, -0.381, -1.055, -1.371, 0.329, 0.217, -0.336, -0.410, -0.880, 0.279, 0.600, -0.007, 0.537, -0.240, 0.072, 0.123, -0.068, 0.438, 0.395, 0.303, -0.923, 0.417, -0.465, -0.375, -0.758, -0.714, 0.230, 0.375, 0.062, 0.223, 0.023, 0.471, 0.299, 0.271, 0.317, 0.336, 0.234]
}